A 14-piece molecular cluster, C54H142N6O17 overall in a non-equilibrium geometry. Source: the OMol25 dataset; level of theory: ωB97M-V/def2-TZVPD.

```
219
C54H142N6O17 | the OMol25 dataset | ωB97M-V/def2-TZVPD
C 4.66766 -3.03160 4.71259
C 3.40512 -2.63467 5.56930
C 3.44677 -1.19705 6.08933
O 2.24237 -2.70227 4.82497
H 5.54552 -2.81215 5.32030
H 4.62702 -2.54115 3.74002
H 4.55249 -4.11531 4.73343
H 3.33511 -3.34085 6.39666
H 3.72349 -0.45788 5.33756
H 4.07233 -1.03029 6.96624
H 2.53625 -0.72276 6.45554
H 2.06971 -1.85089 4.41640
C 2.48918 5.25017 -4.80370
C 2.87515 6.57916 -4.32736
C 3.85250 7.33012 -5.28491
O 1.70639 7.35977 -4.12580
H 3.38609 4.64923 -4.95377
H 2.08639 5.09469 -5.80455
H 2.07312 4.63369 -4.00685
H 3.24989 6.38315 -3.32274
H 3.96871 8.40823 -5.17413
H 3.44824 7.27322 -6.29557
H 4.84459 6.90210 -5.14119
H 1.43657 7.72789 -4.97035
C -6.56112 5.92776 0.55221
C -6.00262 5.45191 1.88504
C -4.60501 4.76470 1.73310
O -6.11979 6.43273 2.88282
H -6.15342 6.93529 0.47004
H -7.64687 5.91271 0.64716
H -6.31204 5.45670 -0.39866
H -6.68737 4.68898 2.25538
H -3.93807 5.52721 1.33077
H -4.55103 3.91167 1.05670
H -4.19427 4.39868 2.67408
H -7.01846 6.66015 3.13234
C 0.34795 2.79355 5.52009
C -0.01494 3.94347 6.54543
C -0.03934 5.33377 5.80563
O -1.31885 3.73116 7.18481
H -0.23819 2.87963 4.60514
H 0.14959 1.81234 5.95136
H 1.32656 2.94106 5.06329
H 0.63023 4.02473 7.42021
H 0.94365 5.71149 5.52427
H -0.56184 6.02393 6.46802
H -0.55976 5.36104 4.84827
H -1.87732 4.22019 6.57607
C 3.00460 -4.58322 -3.45113
C 2.30088 -3.65621 -4.44762
C 2.80480 -3.56891 -5.91526
O 0.89026 -3.93305 -4.51157
H 4.02204 -4.20837 -3.33981
H 3.03109 -5.66278 -3.59923
H 2.49270 -4.45505 -2.49738
H 2.49739 -2.64829 -4.08211
H 3.81441 -3.18767 -6.06834
H 2.19916 -2.89547 -6.52170
H 2.78590 -4.60162 -6.26348
H 0.58008 -3.36388 -5.21969
C 6.42335 3.35199 -2.51457
C 6.18057 2.46374 -1.23996
C 4.83234 1.68094 -1.22488
O 7.10325 1.36581 -1.29823
H 5.77330 4.22692 -2.50821
H 6.02103 2.87672 -3.40920
H 7.47977 3.55631 -2.68871
H 6.18891 3.02843 -0.30768
H 3.99464 2.12229 -0.68491
H 4.84959 0.65976 -0.84409
H 4.46492 1.55689 -2.24357
H 7.66338 1.23969 -0.52884
C -4.16335 0.58372 6.21437
C -5.34229 -0.35013 5.85245
C -5.75231 -0.20124 4.41023
O -4.97601 -1.65742 6.05981
H -3.99817 0.79338 7.27118
H -4.31904 1.55648 5.74788
H -3.13567 0.39224 5.90562
H -6.18382 -0.14356 6.51371
H -6.34623 0.68565 4.18931
H -6.48226 -0.97552 4.17410
H -5.00552 -0.09476 3.62342
H -4.48390 -1.71373 6.88217
C 0.19216 1.35803 -0.51722
C -0.17799 1.24606 1.01964
C -1.47663 0.42288 1.10291
O 0.94537 0.75667 1.70553
H -0.60728 1.82513 -1.09239
H 0.36985 0.43944 -1.07643
H 1.07810 1.95327 -0.73836
H -0.30867 2.25970 1.39852
H -2.23919 1.11275 0.74139
H -1.76430 0.38491 2.15358
H -1.50265 -0.54937 0.61081
H 0.73860 -0.17959 1.75310
C 0.92715 0.03668 -5.80643
O 0.41774 -1.25482 -5.91685
C -0.56842 -1.32944 -6.93598
C -1.56177 -2.48201 -6.64021
N -2.76003 -2.09338 -7.42352
C -2.82646 -2.37588 -8.88658
C -2.57936 -3.85475 -9.33707
O -3.06401 -4.27432 -10.56101
C -2.74911 -5.63091 -10.83551
H 1.67059 -0.06330 -5.01561
H 0.26576 0.80303 -5.40226
H 1.39424 0.31694 -6.75057
H -0.13120 -1.45596 -7.92640
H -1.08335 -0.37700 -7.06177
H -1.67302 -2.52501 -5.55676
H -1.23751 -3.43772 -7.05202
H -2.77479 -1.08492 -7.36984
H -2.12988 -1.66918 -9.33763
H -3.78979 -2.13063 -9.33373
H -2.93381 -4.58553 -8.61014
H -1.51824 -4.10355 -9.35192
H -3.23870 -6.27319 -10.10347
H -1.69900 -5.91777 -10.77996
H -2.95262 -5.90103 -11.87172
C -2.27833 -3.10272 -1.39696
O -3.32619 -2.52421 -2.22789
C -3.63394 -1.24091 -1.98462
C -4.86497 -0.77114 -2.74647
N -4.87011 -0.82386 -4.18542
C -3.87810 0.09934 -4.74695
C -4.34894 0.39887 -6.10609
O -3.38478 0.90923 -7.08698
C -2.60828 2.10755 -7.00672
H -1.31295 -2.60492 -1.48839
H -2.30172 -4.17767 -1.57596
H -2.49418 -3.00193 -0.33331
H -2.80792 -0.57974 -2.24664
H -3.73309 -1.12076 -0.90581
H -5.07946 0.27746 -2.54031
H -5.73063 -1.30457 -2.35382
H -4.82317 -1.77488 -4.52224
H -2.86388 -0.28235 -4.86426
H -3.78174 1.01346 -4.16113
H -5.24815 1.01433 -6.13357
H -4.71710 -0.50535 -6.59077
H -2.99046 3.02275 -7.45889
H -1.59165 2.02529 -7.39116
H -2.65904 2.42908 -5.96646
C -0.65526 -3.60473 7.95782
O -0.88956 -4.21033 6.70348
C -2.25239 -3.97100 6.21331
C -2.13624 -3.07712 4.95446
N -1.10306 -3.55657 3.98738
C -0.77952 -2.53853 3.05060
C 0.21006 -3.02063 1.99451
O 0.43303 -1.98087 0.98663
C 1.40939 -2.28577 -0.04444
H -1.08160 -2.60275 8.00667
H 0.37694 -3.59968 8.30798
H -1.34963 -4.10747 8.63103
H -2.96834 -3.58365 6.93821
H -2.65898 -4.90346 5.82176
H -1.78742 -2.08808 5.25147
H -3.14064 -2.91745 4.56233
H -0.33384 -3.72084 4.62096
H -0.25194 -1.72228 3.54404
H -1.70366 -2.24210 2.55444
H -0.16372 -3.96563 1.60035
H 1.19563 -3.07174 2.45727
H 1.07173 -2.85531 -0.91028
H 2.26968 -2.85109 0.31391
H 1.82651 -1.32377 -0.34218
C -3.97719 -6.76898 3.64060
C -3.80429 -6.47644 2.07228
C -4.00458 -5.07868 1.58849
O -5.23516 -4.59118 1.94298
C -5.51680 -3.27840 1.47085
N -2.54350 -7.00256 1.81800
H -5.05295 -6.84174 3.80046
H -3.62925 -5.88573 4.17623
H -3.47080 -7.64798 4.03938
H -4.64961 -7.05450 1.69894
H -4.03568 -5.08922 0.49899
H -3.18542 -4.42261 1.88285
H -5.08850 -3.07662 0.48904
H -5.17139 -2.58442 2.23713
H -6.60635 -3.25519 1.44974
H -2.32885 -6.99321 0.83112
H -1.88499 -6.29893 2.12026
C 3.95606 4.62126 1.31267
C 2.70794 4.09382 2.02238
C 1.32475 4.75302 1.56049
O 0.18585 4.59001 2.47622
C -0.99277 5.24240 2.11534
N 2.70734 2.71749 1.48915
H 4.88043 4.22886 1.73655
H 4.10574 5.70087 1.30154
H 3.85217 4.45838 0.23993
H 2.77031 4.09320 3.11059
H 0.93889 4.49336 0.57469
H 1.49004 5.82770 1.48417
H -1.86154 4.67193 2.44382
H -1.08264 5.31569 1.03153
H -1.13745 6.23268 2.54723
H 1.82546 2.39189 1.85843
H 3.36020 2.11744 1.97270
C 8.93671 -0.89446 2.34958
C 8.46206 0.23078 1.48277
C 7.70817 1.36861 2.21927
O 6.59301 0.91707 3.07084
C 5.43386 0.52499 2.35191
N 9.52507 0.73213 0.61464
H 8.06400 -1.47157 2.65526
H 9.34502 -0.64816 3.32974
H 9.64371 -1.54625 1.83633
H 7.61524 -0.10322 0.88324
H 7.29983 2.17822 1.61438
H 8.35398 1.83684 2.96210
H 5.64219 -0.46566 1.94780
H 4.94730 1.14712 1.60070
H 4.64202 0.31128 3.06983
H 10.20263 1.30668 1.09516
H 10.03140 0.08476 0.02758
```

Gap between HOMO and LUMO in eV: 8.69
F_max in eV Å⁻¹: 4.0
Calculated total energy in eV: -102035.078
ΔE to the lowest compared entry with this formula, charge and spin in kcal per mole: 135.71